The following is a DFT calculation (ωB97M-V/def2-TZVPD) of C25H46FeP2 as an isolated structure at a distorted geometry.

Values from the calculation:
Charge: +1
2S+1: 6
Relative energy (zero: lowest compared OMol25 entry of this formula, charge and spin) in eV: 3.682
⟨S²⟩: 8.78
Largest force on an atom in eV Å⁻¹: 4.83

XYZ file:
```
74
Properties=species:S:1:pos:R:3:forces:R:3:lowdin_charge:R:1
Fe -0.940424 -0.076007 -0.175785 -4.06 -2.23 -1.38 0.4344
C -2.759396 1.246999 0.391317 -0.80 -0.60 -0.77 -0.2731
C -2.536045 1.096801 -1.033713 -0.80 -0.81 0.60 -0.3127
C -3.313786 -0.931305 -0.182591 0.01 1.27 -0.09 -0.2623
C -3.291417 0.021190 0.885249 0.29 -0.01 -1.15 -0.2509
C -2.872249 -0.269274 -1.379202 -0.17 0.78 1.04 -0.2825
C -2.739794 2.521256 1.162786 0.10 0.20 0.19 -0.0301
H -2.210221 3.311095 0.619229 -0.07 -0.09 0.19 0.0768
H -2.260907 2.383307 2.142629 -0.08 0.15 -0.15 0.0754
H -3.765968 2.874720 1.351369 0.29 -0.05 -0.06 0.1015
C -3.884217 -0.172429 2.234259 0.04 -0.08 0.45 -0.0360
H -3.295253 0.341033 3.006158 -0.16 -0.13 -0.07 0.0791
H -3.964086 -1.235117 2.498955 0.05 0.30 0.01 0.0784
H -4.900477 0.249742 2.279456 0.25 -0.09 -0.08 0.1038
C -3.892247 -2.295950 -0.098042 -0.14 -0.45 0.07 -0.0274
H -4.950899 -2.283964 -0.397185 0.21 -0.06 0.06 0.1031
H -3.853227 -2.685797 0.930318 0.02 0.02 -0.34 0.0823
H -3.375077 -3.005252 -0.755847 -0.23 0.13 0.20 0.0544
C -3.027201 -0.783008 -2.765219 0.00 -0.12 -0.37 -0.0369
H -4.043033 -0.579383 -3.140486 0.27 -0.05 0.09 0.1045
H -2.880913 -1.867807 -2.817086 -0.02 0.16 -0.08 0.0661
H -2.324324 -0.295360 -3.450518 -0.15 -0.14 0.02 0.0737
C -2.313151 2.207591 -1.997270 0.09 0.24 -0.34 -0.0345
H -3.269522 2.573823 -2.404490 0.27 -0.09 0.12 0.1016
H -1.702067 1.876381 -2.846276 -0.07 0.20 0.10 0.0781
H -1.817915 3.056416 -1.512247 -0.01 -0.11 -0.20 0.0757
C 3.582523 1.047883 1.304323 0.18 1.64 0.82 -0.1454
C 2.803576 2.146528 1.169829 2.38 -0.50 0.92 -0.1656
C 2.946943 3.140943 0.062976 -0.62 0.19 -0.31 -0.1667
C 3.191929 2.518856 -1.334124 0.02 0.66 0.16 -0.1680
C 2.456911 1.234876 -1.601133 0.87 -1.00 -0.47 -0.1170
C 2.972954 0.004873 -1.369103 0.63 0.93 -1.23 -0.1379
C 4.314746 -0.274522 -0.734680 0.39 0.24 -0.29 -0.1797
C 4.730819 0.677200 0.403789 0.29 -0.38 0.01 -0.1715
H 3.752816 3.867733 0.279986 -0.36 -0.26 0.02 0.1311
H 4.271243 2.407716 -1.502575 -0.39 -0.16 -0.02 0.1093
H 1.997187 3.700819 0.032262 0.37 0.06 -0.09 0.1124
H 5.244070 1.571607 0.010405 -0.33 -0.40 0.22 0.1122
H 3.555811 0.490448 2.244051 -0.24 0.13 -0.20 0.1026
H 2.216873 2.471395 2.027546 -0.17 -0.22 -0.26 0.1010
H 5.482847 0.136551 1.006378 -0.25 0.34 -0.19 0.1225
H 4.309732 -1.308534 -0.373558 0.03 0.07 0.06 0.1018
H 2.612903 -0.854414 -1.934059 -0.38 0.24 0.50 0.0702
H 5.113281 -0.243455 -1.504092 -0.42 -0.11 0.15 0.1320
H 2.856110 3.261239 -2.069987 0.10 -0.19 0.07 0.1180
H 1.544645 1.346851 -2.191399 0.08 -0.18 0.16 0.0991
P 0.439127 -0.378274 1.885525 -0.75 -1.11 -0.16 0.7791
P 0.048670 -1.997162 -0.970016 -0.46 -0.25 0.24 0.8798
C 1.794254 -1.423456 1.229604 -0.07 0.33 -0.26 -0.3296
C 1.439456 -2.462784 0.162516 0.15 -0.28 -0.72 -0.3302
H 2.253482 -1.896520 2.108391 0.03 -0.04 -0.27 0.1084
H 2.527576 -0.728485 0.817789 -0.22 -0.19 0.18 0.0194
H 2.303788 -2.658715 -0.495191 -0.05 -0.24 0.48 0.0833
H 1.126004 -3.397866 0.646585 0.11 0.14 -0.29 0.0862
C -0.781239 -3.586167 -1.235809 0.08 -0.19 -0.12 -0.2274
H -1.704426 -3.453349 -1.815213 0.38 -0.08 0.17 0.0289
H -1.006199 -4.057971 -0.270226 0.00 0.08 -0.32 0.0600
H -0.077344 -4.208719 -1.808317 -0.31 -0.07 0.19 0.0664
C 0.461783 -1.501071 -2.668565 0.52 -0.20 -0.43 -0.2381
H 1.262340 -2.154127 -3.039982 -0.20 0.23 -0.31 0.0631
H 0.784142 -0.450489 -2.709275 -0.13 -0.50 -0.06 0.0202
H -0.439413 -1.605346 -3.301626 0.41 -0.12 0.43 0.0525
C 0.694848 0.540328 3.394930 -0.17 0.56 0.21 -0.1903
H -0.015095 1.380388 3.406897 0.33 0.06 0.27 0.0549
H 1.733501 0.907285 3.450918 -0.52 -0.17 0.17 0.0475
H 0.470817 -0.140482 4.218958 0.17 0.13 0.05 0.0656
C 0.340727 1.079593 0.644341 2.49 2.51 -0.27 -0.3005
H -0.268115 1.275614 -0.357430 0.95 1.29 0.34 0.0611
H 1.339335 1.073376 0.193993 -0.24 0.65 0.24 -0.0006
H 0.134721 1.981229 1.213124 0.18 0.04 0.05 0.0721
C -0.926404 -1.511611 2.162169 -0.73 -1.07 1.12 -0.2543
H -1.553076 -1.104558 2.988624 0.38 -0.41 -0.50 0.0633
H -0.572644 -2.513769 2.411664 -0.07 -0.51 0.30 0.0502
H -1.584719 -1.631186 1.263016 0.46 0.00 1.16 0.0064
```
Forces are in eV/Å.